The following is a quantum chemistry calculation of a molecular structure, C32H39MnN9O5S2 at a distorted geometry, from the Open Molecules 2025 dataset.

XYZ file:
```
88
Properties=species:S:1:pos:R:3
Mn -0.1039 -0.2165 -0.2122
S 3.2120 2.8143 2.4633
S 1.8936 2.6470 -0.2604
O -1.4067 8.6324 3.3215
O 3.9797 4.0082 0.2407
O -1.0548 1.4991 -0.8668
O 1.3685 -1.7864 0.1116
O 0.0746 0.0499 1.9206
N -5.3690 4.8027 2.4540
N -5.2813 3.6360 2.0460
N 0.2679 0.8569 4.0146
N -1.2733 -1.7112 -1.4737
N 3.2510 -2.7549 1.0207
N 0.8378 0.0046 -2.3253
N -0.1664 2.2903 2.2461
N -2.5128 -0.1043 0.7180
N 4.4458 -2.2966 1.5687
C 5.3289 -0.1720 2.5009
C -1.9737 6.2728 3.1579
C 1.9612 -5.8895 -0.4225
C -2.8800 1.2004 0.6064
C 4.3451 -4.4709 -0.3212
C -4.2953 -0.4300 2.2789
C -4.5808 7.0491 2.6503
C -4.6689 0.8801 2.1895
C 3.2119 -3.9872 0.3213
C 2.4379 -1.6695 0.7412
C -2.9468 5.3173 2.9124
C -2.0836 2.0180 -0.2803
C -2.2993 7.6270 3.1164
C 4.2805 -5.6777 -1.0017
C -3.6145 8.0108 2.8715
C 3.0907 -6.3878 -1.0575
C -4.2140 3.1459 1.2411
C 0.2125 -0.9401 -3.2542
C 5.0375 4.5697 1.0128
C 3.1134 -0.5208 1.2503
C 5.0907 -3.1478 2.5572
C -0.0528 8.2723 3.5198
C 0.0817 1.0395 2.6764
C -2.4632 3.3505 -0.4271
C 4.2949 -0.9459 1.7656
C 3.0767 3.1971 0.8202
C -4.2555 5.6961 2.6271
C -3.1924 -0.8784 1.5264
C -3.5009 3.8938 0.3279
C -1.2309 -1.1921 -2.8482
C 2.0162 -4.6940 0.2763
C -3.9495 1.7543 1.3386
H 0.2352 -0.5932 -4.2913
H -4.8216 -1.1219 2.9227
H -0.8527 -2.6338 -1.4253
H 0.5514 0.9632 -2.5055
H 4.9960 -4.1846 2.2469
H 0.6340 1.6240 4.5524
H -5.6119 7.3309 2.4786
H 0.0970 2.4474 1.2708
H -0.9651 5.9505 3.3740
H 5.2613 -3.8956 -0.2985
H 0.5943 -0.0596 4.2672
H 6.1477 -2.8958 2.6008
H -3.7454 4.9392 0.1929
H 5.5964 3.7956 1.5360
H -3.8588 9.0646 2.8658
H 4.6439 -3.0288 3.5481
H 0.7724 -1.8780 -3.2115
H 0.3393 7.7133 2.6664
H -1.7039 -1.8663 -3.5681
H 1.8484 -0.0238 -2.3698
H 5.1630 -6.0550 -1.5014
H 1.0312 -6.4416 -0.4606
H -1.7772 -0.2469 -2.8580
H 5.0946 0.8886 2.4327
H 0.0730 7.6791 4.4294
H -2.8659 -1.9121 1.6068
H 4.6459 5.2722 1.7485
H -1.9020 3.9679 -1.1167
H 3.0443 -7.3283 -1.5900
H 1.1487 -4.3015 0.7861
H 5.3353 -0.4460 3.5587
H 0.4950 9.2049 3.6225
H 5.6696 5.0845 0.2932
H -5.5031 1.2731 2.7545
H 2.7516 0.4950 1.1978
H -2.6726 4.2726 2.9582
H -2.2195 -1.7631 -1.1186
H 0.1532 3.0354 2.8455
H 6.3243 -0.3593 2.0964
```

Calculated values
gap between HOMO and LUMO (spin up / spin down): 0.24655 / 0.24753 Eh
multiplicity: 6
highest occupied orbital energy (spin up / spin down): -6.5 / -6.6 eV
energy relative to the best compared isomer or geometry (same formula, charge and spin): 0.023 eV
calculated total energy: -4059.2689 hartree



The following is a quantum chemistry calculation of C18H20BrN3O2 in the gas phase at a distorted geometry, from the Open Molecules 2025 dataset.

XYZ file:
```
44
Properties=species:S:1:pos:R:3
Br -0.4254 -7.2282 0.5089
O -2.1946 5.3559 1.5361
O -0.4455 4.7446 -0.8580
N 0.7525 -1.9519 0.6441
N 0.3807 0.1501 1.6692
N -1.1191 3.4248 0.8528
C -1.8684 4.2170 1.7506
C 0.8766 0.1946 -1.4782
C 0.5265 2.6052 -0.7177
C -2.9140 -4.5093 2.7178
C -1.2197 -5.6407 1.2900
C -0.5404 3.6300 -0.3098
C -2.4068 3.7231 3.1443
C -0.0421 1.3417 -1.1032
C -1.2621 -3.1795 1.4712
C -2.5125 -3.2328 2.2549
C -2.2502 -5.6741 2.2071
C -0.6021 -0.6604 1.8863
C -0.5904 -4.3518 1.0389
C 1.3857 -0.6817 0.9256
C 1.7098 2.4520 0.3228
C 1.9172 -0.0431 -0.3297
C 2.6320 1.2641 -0.0053
C -0.4308 -1.8954 1.1603
H 1.3915 0.5505 -2.4072
H -0.6438 1.0803 -0.3009
H 1.4726 2.4312 1.4303
H -3.6139 -4.6328 3.4928
H -2.5281 -6.6759 2.6209
H 0.3202 -0.8010 -1.6041
H 2.2285 3.3606 0.2549
H -1.6072 3.7632 3.8849
H -0.9631 2.5055 1.1150
H -1.5355 -0.4603 2.4069
H -2.8060 2.7154 3.0524
H 0.2586 -4.3716 0.4443
H 3.2762 1.6575 -0.8599
H 2.3009 -0.8022 1.5378
H -0.7091 1.3549 -1.9729
H 2.7100 -0.6921 -0.8200
H 3.2140 1.0966 0.8452
H 0.9529 2.9698 -1.5950
H -3.1973 4.3271 3.5226
H -2.9485 -2.3196 2.5085
```

Calculated values
gap between HOMO and LUMO: 0.31251 Eh
highest occupied orbital energy: -9.2 eV
calculated total energy: -3586.5881 hartree
SMILES string: CC(=O)NC(=O)[C@H]1CC[C@@H]([C@H]2N=CC(c3cccc(Br)c3)=N2)CC1